1.
This record from the Open Molecules 2025 dataset describes C30H19Br2IrN5S5 as an isolated structure in a non-equilibrium geometry. The level of theory is wB97M-V/def2-TZVPD.

DFT total energy ... -235961.597 eV
E_HOMO (spin up / spin down) ... -0.3694 / -0.3750 Eh
HOMO-LUMO gap (spin up / spin down) ... 4.58 / 4.89 eV

Structure (ORCA input):
```
! wB97M-V def2-TZVPD RIJCOSX def2/J DEFGRID3
* xyz 1 1
Ir -0.515 -0.890 -0.759
Br -5.830 -4.979 -1.220
C -4.370 -3.808 -0.945
C -4.584 -2.477 -0.558
C -3.495 -1.643 -0.486
N -2.244 -2.029 -0.750
C -2.018 -3.355 -0.970
C -3.079 -4.255 -1.126
C -0.640 -3.753 -1.065
C -0.211 -5.067 -0.843
C 1.120 -5.379 -1.005
Br 1.753 -7.112 -0.590
C 1.997 -4.390 -1.491
C 1.516 -3.116 -1.637
N 0.258 -2.755 -1.340
H -5.576 -2.112 -0.346
H -3.624 -0.614 -0.185
H -2.885 -5.276 -1.415
H -0.914 -5.817 -0.517
H 3.019 -4.626 -1.733
H 2.161 -2.335 -2.015
N 2.599 8.887 -0.904
C 2.253 7.796 -0.885
C 1.827 6.447 -0.863
C 1.995 5.654 -1.999
C 1.575 4.340 -1.982
C 0.970 3.816 -0.845
C 0.799 4.611 0.282
C 1.226 5.924 0.281
C 0.520 2.409 -0.832
C 1.499 1.431 -0.659
C 2.893 1.660 -0.548
C 3.473 0.435 -0.306
C 2.431 -0.498 -0.265
N 1.243 0.078 -0.501
C -0.833 2.146 -1.057
C -1.838 3.117 -1.293
C -2.961 2.438 -1.722
C -2.627 1.083 -1.726
N -1.372 0.886 -1.273
H 2.459 6.070 -2.880
H 1.702 3.717 -2.855
H 0.339 4.188 1.162
H 1.101 6.541 1.158
H 3.377 2.609 -0.653
H 4.513 0.215 -0.184
H 2.524 -1.543 -0.033
H -1.716 4.172 -1.158
H -3.903 2.859 -2.011
H -3.240 0.284 -2.095
C 2.370 -2.197 2.945
S 1.106 -3.134 3.867
C 0.074 -1.788 4.331
C -0.737 -1.130 3.447
S -1.083 -1.670 1.874
S -1.628 0.234 4.121
C -1.080 0.041 5.762
S -1.564 1.042 6.970
S 0.025 -1.288 5.995
H 2.982 -2.926 2.422
H 2.976 -1.650 3.664
H 1.892 -1.520 2.242
*
```

Here are the Löwdin charges for atoms 1 to 2, given in e: number 1, Ir, carries 1.2280; number 2, Br, carries 0.8279

***

2.
This record from the Open Molecules 2025 dataset describes C30H20Cl5N5O6Sr as an isolated structure in a non-equilibrium geometry. The level of theory is wB97M-V/def2-TZVPD.

DFT total energy ... -114622.513 eV
E_HOMO ... -0.3016 Eh
HOMO-LUMO gap ... 7.97 eV
Energy relative to the best compared isomer or geometry (same formula, charge and spin) ... 73.72 kJ/mol

Structure (ORCA input):
```
! wB97M-V def2-TZVPD RIJCOSX def2/J DEFGRID3
* xyz 0 1
Sr -0.495 -0.102 -0.197
O 3.601 -0.521 -2.317
C 2.687 -0.421 -1.354
O 2.150 0.620 -1.055
C 2.395 -1.701 -0.650
C 3.133 -2.863 -0.782
C 2.758 -3.965 -0.017
C 1.681 -3.859 0.845
C 0.997 -2.649 0.905
N 1.350 -1.605 0.168
C -0.175 -2.392 1.868
O -0.389 -3.235 2.733
O -0.764 -1.286 1.664
H 3.710 0.344 -2.734
H 3.974 -2.904 -1.459
H 3.320 -4.886 -0.095
H 1.353 -4.674 1.476
C -4.774 2.194 0.090
C -5.721 1.187 -0.002
C -5.295 -0.126 -0.097
C -3.929 -0.405 -0.096
N -3.018 0.574 -0.041
C -3.439 1.831 0.057
C -3.438 -1.806 -0.160
C -4.244 -2.875 0.223
C -3.746 -4.164 0.149
C -2.454 -4.355 -0.306
C -1.719 -3.235 -0.656
N -2.188 -1.994 -0.593
H -5.061 3.233 0.169
H -6.778 1.417 -0.006
H -6.019 -0.920 -0.194
H -2.669 2.594 0.106
H -5.241 -2.711 0.604
H -4.355 -5.004 0.454
H -2.018 -5.341 -0.376
H -0.705 -3.343 -1.011
Cl 0.439 -2.670 -3.229
C 0.142 -1.021 -3.722
C -0.208 -0.083 -2.756
C -0.358 1.200 -3.266
Cl -0.702 2.472 -2.126
C -0.229 1.551 -4.606
Cl -0.438 3.182 -5.135
C 0.083 0.560 -5.531
Cl 0.216 0.938 -7.205
C 0.288 -0.742 -5.083
Cl 0.718 -1.972 -6.217
O 1.309 8.428 3.094
C 0.077 7.873 3.488
N 0.114 6.429 3.563
C -0.443 5.638 2.602
O -1.017 6.086 1.626
C -0.266 4.163 2.792
C -0.175 3.552 4.039
C -0.067 2.173 4.098
C -0.062 1.449 2.916
N -0.151 2.027 1.714
C -0.252 3.351 1.665
H 1.460 8.229 2.165
H -0.726 8.132 2.800
H -0.133 8.277 4.476
H 0.744 6.027 4.235
H -0.225 4.133 4.951
H -0.008 1.662 5.049
H -0.017 0.367 2.925
H -0.319 3.808 0.684
*
```

Here are the Löwdin charges for atoms 1 to 2, given in e: number 1, Sr, carries 1.3886; number 2, O, carries 0.1450

***

3.
This record from the Open Molecules 2025 dataset describes C30H20Co2NO7 as an isolated structure in a non-equilibrium geometry. The level of theory is wB97M-V/def2-TZVPD.

DFT total energy ... -122509.466 eV
E_HOMO ... -0.1598 Eh
HOMO-LUMO gap ... 6.48 eV
Energy relative to the best compared isomer or geometry (same formula, charge and spin) ... 23.76 kJ/mol

Structure (ORCA input):
```
! wB97M-V def2-TZVPD RIJCOSX def2/J DEFGRID3
* xyz -1 1
C -4.024 -2.859 -1.643
C -4.245 -1.485 -1.788
C -3.167 -0.607 -1.930
C -1.840 -1.088 -1.938
C -0.709 -0.156 -2.029
C -0.831 1.205 -2.007
N 0.579 -0.710 -1.986
C 1.080 -1.578 -2.963
C 2.459 -2.068 -2.634
C 3.374 -2.269 -3.678
C 4.680 -2.678 -3.390
C 5.066 -2.939 -2.066
C 4.132 -2.795 -1.029
C 2.827 -2.372 -1.315
O 0.468 -1.925 -3.961
C -1.637 -2.472 -1.742
C -2.715 -3.349 -1.602
H -4.867 -3.549 -1.557
H -5.259 -1.083 -1.794
H -3.339 0.466 -2.027
H 0.059 1.826 -2.071
H -1.808 1.669 -1.965
H 1.289 -0.100 -1.589
H 3.054 -2.086 -4.705
H 5.400 -2.797 -4.203
H 6.085 -3.258 -1.842
H 4.411 -3.010 0.004
H 2.083 -2.292 -0.518
H -0.624 -2.868 -1.694
H -2.505 -4.412 -1.469
O 3.756 1.757 1.969
C 3.075 2.605 2.365
Co 1.869 3.752 2.894
C 1.037 2.683 4.018
O 0.474 1.863 4.609
C 2.742 4.991 3.772
O 3.327 5.807 4.352
C 0.700 3.572 1.190
C -0.049 2.389 1.169
C 0.163 1.075 0.908
C -0.639 -0.027 1.411
C -0.075 -1.328 1.491
C -0.835 -2.406 1.932
C -2.155 -2.209 2.350
C -2.709 -0.928 2.319
C -1.979 0.147 1.813
Co -1.002 3.839 1.667
C -0.696 5.457 2.307
O -0.481 6.510 2.731
C -1.983 3.339 3.077
O -2.684 3.157 3.982
C -2.218 4.077 0.375
O -3.020 4.264 -0.436
H 1.192 3.996 0.299
H 1.061 0.816 0.331
H 0.969 -1.461 1.197
H -0.402 -3.406 1.956
H -2.752 -3.057 2.691
H -3.724 -0.765 2.681
H -2.441 1.134 1.709
*
```

Here are the Löwdin charges for atoms 1 to 2, given in e: number 1, C, carries -0.1031; number 2, C, carries -0.0879

***

4.
This record from the Open Molecules 2025 dataset describes C30H21N8Ni as an isolated structure. The level of theory is wB97M-V/def2-TZVPD.

DFT total energy ... -84405.204 eV
E_HOMO ... -0.4033 Eh
HOMO-LUMO gap ... 7.08 eV
Energy relative to the best compared isomer or geometry (same formula, charge and spin) ... 300.11 kJ/mol

Structure (ORCA input):
```
! wB97M-V def2-TZVPD RIJCOSX def2/J DEFGRID3
* xyz 1 1
Ni -0.296 -1.552 -0.036
C 3.981 -1.616 -1.323
C 2.786 -2.501 -0.952
N 1.236 -0.984 -2.340
C 1.588 0.086 -1.510
C 2.813 0.366 -1.043
N 3.967 -0.355 -1.369
C 0.435 0.929 -1.103
C 0.423 2.313 -1.154
C -0.674 3.023 -0.664
C -1.726 2.297 -0.098
C -1.647 0.920 -0.074
N -0.619 0.259 -0.606
C -2.602 0.043 0.642
C -3.923 0.389 0.899
N -4.748 -0.424 1.543
C -4.261 -1.594 1.927
C -2.948 -1.961 1.667
N -2.113 -1.146 1.030
C -0.717 4.501 -0.711
C -1.903 5.172 -0.982
C -1.892 6.560 -1.014
N -0.805 7.290 -0.789
C 0.327 6.643 -0.529
C 0.425 5.261 -0.483
H 4.890 -2.110 -1.657
H 3.129 -3.539 -0.965
H 2.989 1.250 -0.443
H 1.261 2.827 -1.605
H -2.560 2.805 0.367
H -4.324 1.337 0.563
H -4.927 -2.265 2.455
H -2.566 -2.924 1.978
H -2.819 4.638 -1.196
H -2.802 7.106 -1.234
H 1.200 7.257 -0.344
H 1.374 4.798 -0.248
C 0.751 -1.645 4.951
C -0.083 -2.520 4.273
C 0.085 -2.720 2.910
C 1.107 -2.058 2.251
C 1.957 -1.184 2.920
C 1.767 -0.977 4.274
N 1.266 -2.266 0.816
N 2.442 -2.294 0.455
C 1.722 -2.335 -2.025
C 1.907 -3.218 -3.201
C 0.876 -3.584 -3.966
C -0.498 -3.231 -3.622
C -0.774 -2.490 -2.543
C 0.320 -1.934 -1.724
H 0.613 -1.481 6.012
H -0.863 -3.053 4.800
H -0.560 -3.413 2.374
H 2.745 -0.684 2.374
H 2.417 -0.294 4.805
H 2.905 -3.584 -3.418
H 1.046 -4.214 -4.828
H -1.300 -3.619 -4.235
H -1.801 -2.296 -2.251
*
```

Here are the Löwdin charges for atoms 1 to 2, given in e: number 1, Ni, carries 0.4835; number 2, C, carries -0.0695

***

Q: The highest DFT total energy belongs to which entry?
A: C30H21N8Ni

***

Q: Which formula does entry 2 have?
A: C30H20Cl5N5O6Sr

***

Q: What is the DFT total energy in the second record?
A: -114622.513 eV

***

Q: What is the formula in the third record?
A: C30H20Co2NO7